Record 1
# C9H14

A 2-piece molecular cluster, C9H14 overall in a non-equilibrium geometry (wB97M-V/def2-TZVPD, the OMol25 dataset).

The geometry in XYZ format:
```
23
Properties=species:S:1:pos:R:3:lowdin_spin:R:1
C 0.53615 -3.20195 -0.72413 0.00
C -0.43901 -2.67491 0.26093 0.00
H 0.25829 -3.14317 -1.78899 0.00
H 1.34489 -2.61987 -0.56472 0.00
H 0.64868 -4.31699 -0.47432 0.00
H -0.85196 -1.62891 0.03586 0.00
H -1.41036 -3.14813 0.48922 0.00
H -0.26717 -2.57300 1.42820 0.00
C 2.22358 1.39173 0.30943 0.05
C -0.19962 0.71326 0.93725 0.13
C 0.70849 1.56616 0.20946 0.28
C -1.54863 0.66899 0.70995 0.02
C -1.99194 1.57872 -0.29231 0.29
C 0.12960 2.59920 -0.48329 0.07
C -1.22614 2.58487 -0.80883 0.12
H 0.01861 0.05716 1.76145 0.00
H -2.13227 -0.00234 1.16269 0.00
H 2.69709 2.41614 0.21940 0.01
H 2.70395 0.70363 -0.49235 0.02
H -2.96289 1.28927 -0.69372 0.01
H 0.77477 3.30752 -1.01898 0.00
H -1.61126 3.38939 -1.46011 0.00
H 2.59713 1.04324 1.27790 0.01
```

Multiplicity = 2
LUMO (spin up / spin down) = -4.38 / -8.39 eV
M = 122.2 g mol⁻¹
Net charge = +1
E_tot = -9549.4750 eV
ΔE to the lowest compared entry with this formula, charge and spin = 45.34 kcal per mole
HOMO-LUMO gap (spin up / spin down) = 0.3585 / 0.2110 Eh

Record 2
# C28H53Cl4F9KN2O6SSi

C28H53Cl4F9KN2O6SSi as an isolated structure in a non-equilibrium geometry (wB97M-V/def2-TZVPD, the OMol25 dataset).

The geometry in XYZ format:
```
105
Properties=species:S:1:pos:R:3:mulliken_charge:R:1
C -2.45801 -2.02147 5.90208 -1.16
Si -2.30314 -0.53336 4.71048 0.39
C -3.56489 0.78665 5.27487 -1.01
C -0.53107 0.19988 5.01493 -0.98
O -2.36989 -0.93367 3.02013 0.07
C -3.03467 -2.20039 2.78340 -0.44
C -2.90300 -2.52287 1.18062 0.04
S -2.11987 -1.04098 0.34655 0.14
C -1.79695 -1.35282 -1.44305 0.75
F -0.44143 -1.80230 -1.61975 -0.21
F -2.64821 -2.29405 -2.03860 -0.24
C -1.83727 0.08790 -2.19009 -0.20
F -1.31104 1.07516 -1.26640 -0.03
F -3.15196 0.43737 -2.53581 -0.16
H -3.16696 -1.70506 6.75716 0.32
H -1.47158 -2.29126 6.42476 0.31
H -2.90338 -2.96610 5.45236 0.32
H -3.23361 1.79348 4.83650 0.24
H -4.60012 0.54120 4.84143 0.29
H -3.65680 0.84305 6.42134 0.31
H -0.46035 1.30500 4.76463 0.21
H -0.32987 0.00895 6.13046 0.35
H 0.22482 -0.44608 4.45034 0.24
H -2.54151 -3.06887 3.33153 0.28
H -4.16039 -2.17276 3.00005 0.29
H -2.26856 -3.48393 1.05588 -0.33
H -3.93415 -2.78944 0.73669 0.44
H -3.07608 -0.02146 0.36890 0.17
H -1.12005 0.11696 -3.08758 0.29
C 1.50404 -4.30556 -1.76846 -0.70
C 2.40530 -3.67280 -2.80966 -0.49
O 3.78420 -3.79778 -2.43184 -0.35
C 4.37133 -4.98870 -2.68391 0.11
O 3.81603 -5.92270 -3.19134 -0.52
C 5.84047 -4.94835 -2.27304 1.16
F 6.01841 -4.39368 -1.05277 -0.27
F 6.58492 -4.22243 -3.13371 -0.26
F 6.39876 -6.16705 -2.22165 -0.24
H 1.71052 -3.88538 -0.77951 0.38
H 0.45302 -4.13834 -2.01362 0.13
H 1.67650 -5.38318 -1.69940 0.40
H 2.19529 -2.60248 -2.87324 0.27
H 2.23315 -4.09471 -3.80346 0.39
N -1.09226 -7.44520 -1.44517 -0.01
C -0.80815 -8.60620 -2.12724 -0.86
C -1.22859 -8.44735 -3.42430 -0.05
C -1.78209 -7.14513 -3.53393 -0.79
C -1.68339 -6.54843 -2.30236 -0.07
H -0.89872 -7.27776 -0.47200 0.04
H -0.33425 -9.43833 -1.62982 0.40
H -1.14671 -9.18269 -4.20746 0.30
H -2.20521 -6.69526 -4.41891 0.39
H -1.98239 -5.56636 -1.95979 0.60
F -4.60335 -0.72793 -1.56708 -0.87
K -0.84964 -5.88336 0.28149 0.09
F 0.52345 -8.21149 -5.01377 -0.91
O 8.90967 -4.39388 0.42962 -0.67
C 8.85857 -4.95654 -0.75976 0.31
C 10.29468 -5.66371 -1.08432 -0.32
O 10.24738 -6.21724 -2.27602 -0.60
H 8.65489 -4.29381 -1.61913 0.11
H 8.10532 -5.74508 -0.90695 0.05
H 10.48881 -6.33206 -0.22612 0.24
H 11.05082 -4.87357 -0.92572 0.24
C -3.38033 3.22001 -0.23374 -0.87
C -4.25818 4.36379 -0.73510 -0.61
C -3.67432 5.19009 -1.88179 -0.76
N -2.66492 6.29473 -1.50529 0.92
C -2.23299 6.92272 -2.84149 -0.76
C -1.05555 7.87307 -2.70226 -0.70
C 0.12383 7.18819 -2.03659 -0.79
C -0.28754 6.65975 -0.67597 -0.79
C -1.46740 5.70469 -0.77178 -0.69
C -3.35537 7.34034 -0.65561 -1.29
H -2.62947 3.55540 0.48375 0.27
H -3.99623 2.48110 0.28524 0.51
H -2.87308 2.71276 -1.05577 -0.02
H -4.58196 4.98500 0.10302 0.23
H -5.16907 3.89959 -1.12926 0.44
H -4.48942 5.70465 -2.40173 0.50
H -3.17827 4.53507 -2.60382 0.38
H -1.96002 6.09799 -3.50736 0.40
H -3.10421 7.43493 -3.25718 0.42
H -0.75928 8.22123 -3.69603 0.44
H -1.34046 8.76560 -2.13663 0.30
H 0.95631 7.88855 -1.93163 0.46
H 0.47750 6.36203 -2.66389 0.29
H -0.52720 7.49477 -0.00888 0.38
H 0.55599 6.13446 -0.21845 0.37
H -1.79590 5.44826 0.23531 0.23
H -1.17569 4.79853 -1.30940 0.44
H -3.64017 6.89155 0.29476 0.35
H -4.23606 7.69465 -1.19254 0.32
H -2.67036 8.16627 -0.47282 0.46
C 1.33276 2.42039 1.30264 0.14
Cl 3.01465 1.85159 1.32585 -0.08
Cl 1.17038 3.83415 2.37133 -0.15
Cl 0.88211 2.87253 -0.35664 -0.11
Cl 0.25814 1.12706 1.86654 0.06
C 3.84370 4.83628 5.48056 -0.47
O 2.57795 5.32939 5.89654 -0.50
H 3.99417 3.84477 5.90698 0.22
H 3.87112 4.76921 4.38983 0.19
H 4.63209 5.50574 5.83393 0.27
H 2.47194 6.20491 5.50591 0.29
```

LUMO = -0.01 eV
M = 925.8 g mol⁻¹
Net charge = -1
E_tot = -154728.9205 eV
HOMO-LUMO gap = 0.0399 Eh

Record 3
# C35H53AsNO2P2Pm

C35H53AsNO2P2Pm as an isolated structure in a non-equilibrium geometry (wB97M-V/def2-TZVPD, the OMol25 dataset).

The geometry in XYZ format:
```
95
Properties=species:S:1:pos:R:3:lowdin_spin:R:1
Pm 0.43080 0.35221 -0.57881 4.12
P -0.16205 -1.44343 -2.72895 -0.01
P -0.30267 3.46804 -0.98720 0.00
N 1.13912 1.28719 -2.87216 -0.01
C 1.35136 -1.11615 -3.73948 0.00
H 2.13393 -1.76915 -3.32431 0.00
H 1.17420 -1.42406 -4.77511 0.00
C 1.88183 0.32851 -3.74737 0.00
H 2.91974 0.33633 -3.38036 0.00
H 1.90475 0.74964 -4.77045 0.00
C 1.79278 2.62147 -2.87413 0.00
H 1.54527 3.10780 -3.83992 0.00
H 2.88505 2.48090 -2.87681 0.00
C 1.40940 3.46680 -1.65324 0.00
H 1.57361 4.52104 -1.90994 0.00
H 2.09236 3.23423 -0.81410 0.00
C 0.04470 3.91957 0.78897 0.00
C 0.70716 2.84048 1.68018 0.00
H 1.62569 2.42342 1.22486 0.00
H 0.02767 2.01914 1.97936 0.00
H 1.03357 3.34092 2.61230 0.00
C -1.25973 4.75712 -1.80763 0.00
C -2.76114 4.61523 -1.46947 0.00
H -3.34315 5.29506 -2.10763 0.00
H -2.96279 4.88594 -0.42603 0.00
H -3.16232 3.60914 -1.65548 0.00
C -1.51388 -1.70986 -3.94494 0.00
C -2.76642 -2.31194 -3.28621 0.00
H -3.58448 -2.34874 -4.01906 0.00
H -3.12521 -1.71669 -2.43701 0.00
H -2.59883 -3.33893 -2.93903 0.00
C 0.16357 -3.02967 -1.79062 0.00
C -0.91108 -3.31656 -0.72555 0.00
H -0.44433 -3.80466 0.14330 0.00
H -1.69186 -3.99195 -1.10809 0.00
H -1.41061 -2.40832 -0.35380 0.00
C -1.23609 2.05301 -1.66999 -0.05
C -0.65842 6.14744 -1.54156 0.00
H 0.24927 6.13561 -0.92265 0.00
H -0.36200 6.60296 -2.49414 0.00
H -1.38955 6.81108 -1.06603 0.00
C -1.09854 -2.47657 -5.20874 0.00
H -2.00190 -2.80670 -5.73411 0.00
H -0.53767 -1.82502 -5.88594 0.00
H -0.48371 -3.35753 -4.98868 0.00
C 0.40100 -4.21350 -2.71904 0.00
H 0.77689 -5.06130 -2.12848 0.00
H -0.52457 -4.54332 -3.20819 0.00
H 1.15426 -3.98768 -3.48262 0.00
C -1.15149 4.58514 1.48403 0.00
H -2.02645 3.92232 1.55132 0.00
H -0.84682 4.85530 2.50524 0.00
H -1.44235 5.52095 0.98606 0.00
H 0.80374 4.72040 0.65505 0.00
H 1.11036 -2.82192 -1.25642 0.00
H -1.14239 4.53461 -2.88213 0.00
H -1.78495 -0.67819 -4.24011 0.00
O -1.65796 1.02836 -0.96764 -0.04
H 0.16541 1.46424 -3.27134 0.00
H -1.52504 2.20629 -2.75089 0.00
O 0.70537 -0.82403 1.15565 0.00
As 0.54254 -1.51393 2.73843 0.00
C 1.40724 -3.19433 2.48203 0.00
C 1.06604 -4.26158 3.32393 0.00
C 1.70376 -5.49683 3.15929 0.00
C 2.68274 -5.65649 2.17225 0.00
C 3.03400 -4.58087 1.34796 0.00
C 2.39682 -3.34347 1.50363 0.00
C 1.58759 -0.29223 3.78285 0.00
C 1.08398 0.17417 5.00240 0.00
C 1.85066 1.06218 5.76527 0.00
C 3.10388 1.48111 5.31092 0.00
C 3.59325 1.02836 4.07867 0.00
C 2.82660 0.15054 3.29788 0.00
C -1.35840 -1.39382 2.99514 0.00
C -2.15259 -2.53117 2.79966 0.00
C -3.54824 -2.40292 2.82364 0.00
C -4.14095 -1.14898 3.03898 0.00
C -3.33337 -0.02007 3.22511 0.00
C -1.93796 -0.13602 3.20612 0.00
H 0.30549 -4.11967 4.09564 0.00
H 1.43594 -6.32904 3.80974 0.00
H 3.18645 -6.61926 2.05403 0.00
H 3.80719 -4.69313 0.58607 0.00
H 2.66248 -2.49780 0.86285 0.00
H 0.09795 -0.15492 5.33948 0.00
H 1.46368 1.41270 6.71713 0.00
H 3.71343 2.14936 5.91918 0.00
H 4.57493 1.34082 3.71347 0.00
H 3.17851 -0.17728 2.30895 0.00
H -1.68127 -3.50429 2.63692 0.00
H -4.16569 -3.29011 2.67832 0.00
H -5.23140 -1.05916 3.06570 0.00
H -3.78695 0.95846 3.39603 0.00
H -1.30085 0.73764 3.35756 0.00
```

Multiplicity = 5
LUMO (spin up / spin down) = -5.06 / -5.05 eV
M = 801.7 g mol⁻¹
Net charge = +2
E_tot = -138696.2727 eV
HOMO-LUMO gap (spin up / spin down) = 0.1995 / 0.2043 Eh

Record 4
# C30H25BiF10N4O7

C30H25BiF10N4O7 as an isolated structure in a non-equilibrium geometry (wB97M-V/def2-TZVPD, the OMol25 dataset).

The geometry in XYZ format:
```
77
Properties=species:S:1:pos:R:3:mulliken_charge:R:1
Bi 0.10679 -0.27505 0.73444 4.03
O 2.94805 -1.54625 2.62557 -0.71
C 1.90966 -2.48927 2.62136 0.05
C 1.63807 -3.14424 1.25435 -0.97
N 0.35523 -2.79554 0.65009 0.33
C -0.77558 -3.36983 1.35775 -0.87
C -1.28574 -2.54464 2.57183 0.38
O -1.76319 -3.16576 3.51273 -0.83
O -1.20503 -1.28464 2.47720 -0.67
C 0.37061 -3.13160 -0.76573 -0.97
C 1.06994 -2.07248 -1.66832 0.33
O 1.48093 -2.45447 -2.74851 -0.84
O 1.13355 -0.87742 -1.23652 -0.90
H 2.79605 -0.82688 1.96919 0.19
H 0.98296 -2.04775 3.00456 -0.27
H 2.23211 -3.26013 3.33191 0.45
H 1.69759 -4.24015 1.35216 0.42
H 2.42881 -2.82820 0.57763 0.48
H -0.57023 -4.39203 1.70470 0.36
H -1.63878 -3.39945 0.68683 0.33
H -0.65202 -3.17259 -1.14528 0.31
H 0.85281 -4.10200 -0.94931 0.59
C -0.13734 0.75738 4.20194 -1.58
N 0.36596 1.38918 3.00275 1.48
C 1.78510 1.69056 3.09011 -1.42
C 2.43850 1.99983 1.74371 -0.89
N 2.73715 0.80595 0.98553 -0.50
C 3.35648 0.97440 -0.16789 0.26
C 3.86609 -0.15969 -0.86978 0.09
F 3.77395 -1.36938 -0.26663 -0.47
C 4.51138 -0.11508 -2.08170 0.25
F 4.96866 -1.25359 -2.64439 -0.36
C 4.76104 1.10412 -2.71167 0.57
F 5.44378 1.17345 -3.88845 -0.36
C 4.34168 2.24980 -2.05735 0.21
F 4.62330 3.46275 -2.60124 -0.36
C 3.67737 2.19443 -0.84948 0.13
F 3.37736 3.42656 -0.32593 -0.40
C -0.47945 2.51129 2.62704 -1.06
C -1.61012 2.05904 1.69595 -1.59
N -1.10619 1.70784 0.39191 0.48
C -1.14363 2.54537 -0.62885 0.46
C -1.37860 3.95384 -0.57830 -0.44
F -1.45347 4.61163 0.61622 -0.40
C -1.53107 4.74520 -1.70019 0.13
F -1.78084 6.06908 -1.55256 -0.35
C -1.43883 4.20847 -2.97404 0.57
F -1.63466 4.97128 -4.08008 -0.35
C -1.15576 2.84937 -3.08247 0.08
F -1.08880 2.29095 -4.30847 -0.33
C -0.99137 2.06613 -1.96405 -0.13
F -0.74992 0.76512 -2.17823 -0.13
H -0.15717 1.45017 5.06202 0.24
H -1.14504 0.40136 4.00877 0.44
H 0.47508 -0.10427 4.45714 0.31
H 1.96186 2.55139 3.76279 0.33
H 2.28749 0.81760 3.51102 0.44
H 1.78834 2.67628 1.17721 0.34
H 3.37143 2.54836 1.95421 0.69
H -0.90463 2.99615 3.52002 0.28
H 0.11208 3.26099 2.10268 0.46
H -2.08743 1.15845 2.08984 0.33
H -2.37255 2.84023 1.63383 0.77
O -3.42681 -0.00687 0.23226 -0.69
C -2.80506 -0.75727 -0.49279 -0.22
O -1.57146 -1.10504 -0.42400 -0.41
C -3.48350 -1.47336 -1.64173 0.43
C -2.77094 -1.73586 -2.80616 -0.28
C -3.37634 -2.41662 -3.84594 -0.84
C -4.68641 -2.85177 -3.72450 -0.34
C -5.39697 -2.59483 -2.56204 -0.54
C -4.79786 -1.89998 -1.52562 -0.60
H -1.75048 -1.39740 -2.88474 0.49
H -2.81655 -2.61061 -4.75097 0.41
H -5.15489 -3.39295 -4.53822 0.35
H -6.41961 -2.93737 -2.46327 0.37
H -5.33294 -1.68168 -0.61384 0.44
```

LUMO = 4.50 eV
M = 952.5 g mol⁻¹
Net charge = -2
E_tot = -84825.0430 eV
ΔE to the lowest compared entry with this formula, charge and spin = 14.59 kcal per mole
HOMO-LUMO gap = 0.2386 Eh